Record 1
The following is a DFT calculation (ωB97M-V with the def2-TZVPD basis set) of an isolated molecule of C23H27ClN6OS in a non-equilibrium geometry.

Summary:
- E_HOMO (hartree) = -0.314
- LUMO energy (eV) = 0.503
- relative energy (zero: lowest compared OMol25 entry of this formula, charge and spin) (eV) = 0.000
- total energy (Eh) = -2154.8490
- structure (SMILES) = [H]/N=c1/c2c(C)[nH]nc2nc(SCC(=O)NCCC2=CCCCC2)n1-c1cc(Cl)ccc1C
- spin multiplicity = 1
- Kohn-Sham gap (Eh) = 0.33200
- molecular weight (g mol⁻¹) = 471.0

Positions of all 59 atoms, in Å:
C 3.4453 -1.3646 1.6891
C 3.1665 -2.8098 1.4201
C 4.1679 -3.7691 1.4889
C 3.9108 -5.1051 1.2415
C 2.6235 -5.5038 0.9192
C 1.6007 -4.5747 0.8397
C 1.8805 -3.2372 1.0818
N 0.8147 -2.2924 1.0113
C 0.6200 -1.5951 -0.1449
N -0.2827 -0.6967 -0.3492
C -1.1150 -0.4480 0.7018
N -2.1002 0.4319 0.7159
N -2.6326 0.3261 1.9434
C -2.0263 -0.5895 2.7270
C -1.0145 -1.1254 1.9485
C 0.0038 -2.1138 2.1638
N 0.1470 -2.7259 3.2587
H 0.9041 -3.4009 3.2923
C -2.4298 -0.8904 4.1179
H -1.7586 -1.6497 4.5091
H -3.4536 -1.2614 4.1504
H -2.3702 0.0025 4.7392
H -3.4199 0.9084 2.1843
S 1.7252 -2.0081 -1.4448
C 1.0534 -1.0433 -2.8343
H 1.3749 -1.5787 -3.7270
H -0.0309 -1.0546 -2.7372
C 1.5994 0.3841 -2.8830
O 2.4520 0.7158 -3.6797
N 1.0455 1.1917 -1.9676
C 1.3359 2.6026 -1.9033
H 1.3637 2.9097 -0.8547
H 2.3216 2.7479 -2.3537
C 0.3067 3.4526 -2.6680
C -1.0468 3.4737 -2.0106
C -1.4156 4.4851 -1.2350
C -2.7446 4.5951 -0.5531
C -3.5263 3.2865 -0.6161
C -3.4165 2.6911 -2.0141
C -1.9612 2.3080 -2.2668
H -1.7068 1.4849 -1.5929
H -1.8309 1.9550 -3.2927
H -3.7439 3.4240 -2.7550
H -4.0521 1.8083 -2.1011
H -4.5710 3.4622 -0.3499
H -3.1019 2.5708 0.0890
H -3.3164 5.3946 -1.0386
H -2.5965 4.8999 0.4871
H -0.7456 5.3220 -1.0818
H 0.2285 3.0572 -3.6829
H 0.6987 4.4695 -2.7272
H 0.3249 0.8068 -1.3628
H 0.5958 -4.8793 0.5914
Cl 2.2851 -7.1684 0.6163
H 4.7020 -5.8352 1.3009
H 5.1711 -3.4631 1.7442
H 3.3950 -0.7947 0.7611
H 2.7103 -0.9499 2.3784
H 4.4363 -1.2392 2.1156

Force components x, y, z for each atom (eV/Å):
-0.04 0.02 -0.01
-0.22 0.01 0.03
-0.07 -0.01 -0.03
-0.08 -0.05 -0.04
0.00 0.25 0.04
0.10 0.03 0.03
0.45 -0.40 0.16
-0.02 -0.16 0.29
-0.38 0.63 -0.79
0.09 -0.13 -0.31
-0.46 -0.24 1.29
0.22 0.11 -0.81
0.21 -0.34 0.33
0.18 -0.09 -0.10
-0.45 0.64 -0.54
-0.03 0.07 0.06
0.02 -0.31 0.64
0.07 0.04 -0.22
-0.07 0.01 0.11
-0.04 0.00 0.08
-0.05 -0.05 0.06
0.01 0.02 0.09
0.11 -0.08 -0.03
0.23 -0.18 -0.31
0.13 -0.02 0.28
-0.02 0.07 0.06
-0.01 -0.02 -0.09
-0.32 -0.40 0.21
0.30 0.06 -0.37
-0.23 0.28 0.29
0.16 0.22 -0.34
0.04 0.02 -0.06
-0.07 0.02 0.15
0.18 -0.03 0.33
0.23 -0.03 -0.20
-0.10 0.18 0.09
-0.09 -0.13 0.10
-0.12 0.23 -0.10
0.09 -0.25 0.20
-0.29 0.08 -0.03
-0.01 -0.07 -0.12
0.07 -0.05 0.00
-0.05 0.01 -0.07
-0.04 0.00 -0.06
-0.01 -0.02 0.05
-0.03 0.00 0.03
-0.02 0.04 0.08
-0.04 0.06 -0.02
0.18 0.08 -0.10
0.04 0.04 -0.06
0.00 0.04 -0.04
0.20 -0.09 -0.19
-0.09 -0.03 -0.03
-0.03 -0.21 -0.04
0.06 -0.09 0.00
0.11 0.04 0.03
0.01 0.10 -0.03
0.00 0.06 0.04
0.06 0.04 0.03

Löwdin atomic charge list, values in e, 6 entries:
1. C -0.019
2. C -0.222
3. C -0.020
4. C -0.086
5. C -0.662
6. C -0.040



Record 2
The following is a DFT calculation (ωB97M-V with the def2-TZVPD basis set) of a cluster of 2 separate species, C4H10O2 in total in a non-equilibrium geometry.

Summary:
- E_HOMO (hartree) = -0.362
- LUMO energy (eV) = 0.991
- relative energy (zero: lowest compared OMol25 entry of this formula, charge and spin) (eV) = 2.127
- total energy (Eh) = -308.8200
- structure (SMILES) = CCC=O.CO
- spin multiplicity = 1
- Kohn-Sham gap (Eh) = 0.39814
- molecular weight (g mol⁻¹) = 90.1

Positions of all 16 atoms, in Å:
C -1.5437 0.4568 -2.0685
O -1.6591 -0.2438 -0.8582
C 0.7380 -0.5580 0.2736
C -0.2292 -0.1120 1.2775
C 1.9034 -0.1911 1.3056
O -0.7101 1.0054 1.3392
H -0.6339 1.0794 -2.1277
H -1.5135 -0.2853 -2.8688
H -2.4114 1.1094 -2.2165
H 0.7820 0.0436 -0.6393
H 0.6577 -1.6165 -0.0158
H -0.3459 -0.8624 2.0827
H 1.5987 0.2252 2.2924
H 2.4690 0.6136 0.8448
H 2.4818 -1.0811 1.5294
H -1.5837 0.4169 -0.1504

Force components x, y, z for each atom (eV/Å):
-0.13 0.10 -0.43
-0.39 0.16 0.04
0.74 0.28 0.65
-0.74 0.19 0.07
0.58 -0.28 -0.43
-0.19 -0.42 0.20
-0.15 -0.18 0.07
0.00 0.15 -0.03
0.09 0.00 -0.17
0.00 0.02 0.50
0.20 0.39 0.53
-0.38 0.19 0.13
-0.16 -0.40 -0.72
0.41 -0.20 0.03
0.43 0.13 -0.11
-0.30 -0.13 -0.32

Löwdin atomic charge list, values in e, 6 entries:
1. C -0.163
2. O -0.154
3. C -0.159
4. C -0.370
5. C -0.063
6. O 0.020